(1)
C4H15N2O | ωB97M-V/def2-TZVPD

Values from the calculation:
total charge = +1
ΔE to the lowest compared entry with this formula, charge and spin = 46.94 kcal/mol
LUMO = -2.80 eV

Bonds (Å) are listed after each position.
Element x y z (Å)
1 H 0.196 -2.975 0.395  C7 1.090
2 H 0.655 -1.341 1.853  C16 1.094
3 H -0.670 -0.073 2.074  C16 1.110
4 H -1.764 3.426 2.019  O14 0.958
5 H 0.033 -1.302 -2.023  C17 1.084
6 H 1.222 2.338 -1.280  N10 1.023
7 C -0.765 -2.497 0.210  H1 1.090, H18 1.094, H19 1.095, N21 1.534
8 H -0.067 1.757 -1.847  N10 1.020
9 H 0.810 0.290 1.221  C16 1.092
10 N 0.575 1.573 -1.076  H6 1.023, H8 1.020, C22 1.431
11 H -1.602 4.505 0.935  O14 0.964
12 H 2.031 0.336 -2.009  C22 1.107
13 H -1.272 -0.521 -0.109  N21 1.016
14 O -1.977 3.634 1.109  H4 0.958, H11 0.964
15 H 1.280 -1.683 -0.858  C17 1.083
16 C 0.096 -0.516 1.404  H2 1.094, H3 1.110, H9 1.092, N21 1.515
17 C 0.558 -0.931 -1.150  H5 1.084, H15 1.083, N21 1.547, C22 1.525
18 H -1.167 -3.045 -0.647  C7 1.094
19 H -1.259 -2.584 1.184  C7 1.095
20 H 2.136 0.249 -0.330  C22 1.133
21 N -0.400 -1.014 0.062  C7 1.534, H13 1.016, C16 1.515, C17 1.547
22 C 1.351 0.372 -1.136  N10 1.431, H12 1.107, C17 1.525, H20 1.133

---

(2)
C4H15N2O | ωB97M-V/def2-TZVPD

Values from the calculation:
total charge = +1
ΔE to the lowest compared entry with this formula, charge and spin = 34.11 kcal/mol
LUMO = -3.21 eV

Bonds (Å) are listed after each position.
Element x y z (Å)
1 H 2.097 3.029 -0.521  C20 1.086
2 O -0.816 -1.278 -2.518  H14 0.962, H21 0.960
3 H 2.951 1.611 -0.270  C20 1.102
4 H 1.479 -0.500 -0.347  C16 1.104
5 C -0.165 -0.643 1.023  H10 1.094, C16 1.521, C19 1.545, N22 1.504
6 H -1.403 1.102 1.878  C19 1.077
7 H -1.373 -2.404 0.854  N22 1.024
8 H -1.430 -0.427 2.740  C19 1.106
9 H 0.001 0.089 -1.107  C16 1.162
10 H 0.510 -1.348 1.518  C5 1.094
11 H 1.738 1.731 -1.623  C20 1.090
12 H 0.014 0.437 2.821  C19 1.096
13 H 0.094 1.989 0.340  N17 1.009
14 H -0.978 -2.015 -3.115  O2 0.962
15 H -2.137 -0.946 0.640  N22 1.018
16 C 0.573 0.078 -0.095  H4 1.104, C5 1.521, H9 1.162, N17 1.452
17 N 0.933 1.428 0.300  H13 1.009, C16 1.452, C20 1.443
18 H -1.221 -1.588 -0.561  N22 1.019
19 C -0.804 0.240 2.119  C5 1.545, H6 1.077, H8 1.106, H12 1.096
20 C 1.951 1.954 -0.577  H1 1.086, H3 1.102, H11 1.090, N17 1.443
21 H -0.446 -0.584 -3.068  O2 0.960
22 N -1.284 -1.468 0.448  C5 1.504, H7 1.024, H15 1.018, H18 1.019

---

(3)
C4H15N2O2 | ωB97M-V/def2-TZVPD

Values from the calculation:
total charge = +1
ΔE to the lowest compared entry with this formula, charge and spin = 47.04 kcal/mol
LUMO = -3.03 eV

Bonds (Å) are listed after each position.
Element x y z (Å)
1 H -4.271 0.401 4.439  O11 0.956
2 H 2.290 -0.017 -2.570  N23 1.016
3 H -0.589 1.175 -0.348  C19 1.100
4 H 1.989 0.802 0.981  N7 1.009
5 C 0.794 -0.743 1.090  N7 1.511, H9 1.106, C18 1.538, H20 1.088
6 H -0.398 -2.561 0.986  C18 1.089
7 N 1.434 0.352 0.270  H4 1.009, C5 1.511, C19 1.462
8 H 1.918 2.056 -1.811  C12 1.093
9 H 0.124 -0.277 1.837  C5 1.106
10 H 0.307 2.073 -2.478  C12 1.096
11 O -4.953 0.635 3.811  H1 0.956, H16 0.971
12 C 0.989 1.482 -1.857  H8 1.093, H10 1.096, C19 1.569, N23 1.508
13 H 0.870 0.212 -3.533  N23 1.017
14 O 0.501 -2.079 -0.897  H17 0.952, C18 1.469
15 H 0.930 -0.617 -2.075  N23 1.060
16 H -5.802 0.509 4.264  O11 0.971
17 H 0.988 -2.888 -0.780  O14 0.952
18 C -0.161 -1.702 0.359  C5 1.538, H6 1.089, O14 1.469, H22 1.085
19 C 0.506 1.276 -0.378  H3 1.100, N7 1.462, C12 1.569, H21 1.097
20 H 1.680 -1.257 1.458  C5 1.088
21 H 0.629 2.313 -0.041  C19 1.097
22 H -1.076 -1.361 -0.114  C18 1.085
23 N 1.303 0.217 -2.614  H2 1.016, C12 1.508, H13 1.017, H15 1.060

---

(4)
C4H15N2O4S | ωB97M-V/def2-TZVPD

Values from the calculation:
total charge = -1
ΔE to the lowest compared entry with this formula, charge and spin = 56.74 kcal/mol
LUMO = 2.92 eV

Bonds (Å) are listed after each position.
Element x y z (Å)
1 H -0.025 -0.279 -1.748  C22 1.085
2 H 0.349 1.543 3.258  N8 1.079
3 H -0.595 1.096 -3.564  C19 1.052
4 H -1.643 1.975 -2.424  C19 1.092
5 H 1.708 1.535 0.795  O23 0.965
6 H 1.322 -1.762 -2.163  O16 0.992
7 H -0.317 -1.187 0.627  N12 0.976
8 N -0.252 1.496 2.364  H2 1.079, C11 1.433, H20 1.016
9 H -1.670 1.494 0.235  C26 1.113
10 H 0.477 1.406 -1.378  C22 1.116
11 C -0.266 0.079 2.149  N8 1.433, N12 1.422, O14 1.200
12 N -0.498 -0.240 0.783  H7 0.976, C11 1.422, C26 1.508
13 H 0.682 -2.684 1.482  O17 0.948
14 O 0.192 -0.678 2.959  C11 1.200
15 H 2.243 0.305 0.571  O23 0.996
16 O 0.965 -2.545 -1.672  H6 0.992, H24 0.915
17 O 1.526 -2.260 1.403  H13 0.948, H18 0.914
18 H 1.887 -2.213 2.242  O17 0.914
19 C -1.238 1.010 -2.736  H3 1.052, H4 1.092, C22 1.623, S25 1.851
20 H -1.087 2.072 2.419  N8 1.016
21 H -2.340 -0.162 -0.470  C26 1.217
22 C -0.375 0.686 -1.399  H1 1.085, H10 1.116, C19 1.623, C26 1.570
23 O 2.540 1.241 0.403  H5 0.965, H15 0.996
24 H 0.362 -2.180 -1.088  O16 0.915
25 S -2.579 -0.261 -2.855  C19 1.851
26 C -1.366 0.513 -0.194  H9 1.113, N12 1.508, H21 1.217, C22 1.570

---

(5)
C4H15N2S | ωB97M-V/def2-TZVPD

Values from the calculation:
ΔE to the lowest compared entry with this formula, charge and spin = 0.00 kcal/mol
LUMO (spin up / spin down) = 0.64 / 0.60 eV
multiplicity = 2

Bonds (Å) are listed after each position.
Element x y z (Å)
1 C -0.670 -1.809 1.250  C7 1.523, H8 1.094, N9 1.472, H16 1.091
2 C -0.900 2.008 0.291  H5 1.089, H10 1.089, H11 1.090, S14 1.809
3 C 0.784 1.908 -1.939  S14 1.810, H17 1.086, H18 1.092, H21 1.090
4 H 1.514 -1.472 -1.357  N15 1.061
5 H -0.959 1.886 1.371  C2 1.089
6 H -2.150 -3.174 1.421  N9 1.011
7 C -0.033 -2.189 -0.080  C1 1.523, N15 1.492, H19 1.090, H20 1.088
8 H -0.125 -2.271 2.078  C1 1.094
9 N -2.094 -2.182 1.235  C1 1.472, H6 1.011, H22 1.015
10 H -1.333 2.971 0.023  C2 1.089
11 H -1.487 1.223 -0.185  C2 1.090
12 H 1.058 -0.391 -0.150  N15 1.050
13 H 1.983 -1.691 0.316  N15 1.050
14 S 0.859 1.947 -0.131  C2 1.809, C3 1.810
15 N 1.213 -1.412 -0.340  H4 1.061, C7 1.492, H12 1.050, H13 1.050
16 H -0.585 -0.729 1.376  C1 1.091
17 H 1.779 2.146 -2.303  C3 1.086
18 H 0.453 0.929 -2.292  C3 1.092
19 H -0.720 -1.950 -0.892  C7 1.090
20 H 0.207 -3.249 -0.126  C7 1.088
21 H 0.090 2.672 -2.289  C3 1.090
22 H -2.533 -1.766 2.050  N9 1.015

---

(6)
C4H15N2S | ωB97M-V/def2-TZVPD

Values from the calculation:
total charge = +1
ΔE to the lowest compared entry with this formula, charge and spin = 15.57 kcal/mol
LUMO = -2.96 eV

Bonds (Å) are listed after each position.
Element x y z (Å)
1 H 1.091 0.260 1.901  C4 1.095
2 C 0.590 0.068 -2.253  C6 1.485, H14 1.085, S18 1.848, H20 1.104
3 H 0.397 1.667 2.597  C4 1.081
4 C 0.141 0.790 2.020  H1 1.095, H3 1.081, C12 1.529, N17 1.457
5 H -0.339 -0.122 3.847  C12 1.112
6 C 0.544 -1.201 -1.484  C2 1.485, H19 1.097, N21 1.519, H22 1.098
7 H -0.641 -1.947 0.016  N21 1.011
8 H 0.248 1.689 0.272  N17 1.012
9 H -1.524 -1.198 -1.118  N21 1.024
10 H 1.752 1.236 -3.935  S18 1.356
11 H -0.995 -0.972 2.367  C12 1.080
12 C -0.843 -0.024 2.861  C4 1.529, H5 1.112, H11 1.080, H16 1.087
13 H -0.627 -0.082 -0.002  N21 1.184
14 H -0.331 0.259 -2.795  C2 1.085
15 H -1.246 1.706 0.828  N17 1.012
16 H -1.806 0.473 2.950  C12 1.087
17 N -0.442 1.100 0.720  C4 1.457, H8 1.012, H15 1.012
18 S 1.881 -0.063 -3.570  C2 1.848, H10 1.356
19 H 1.474 -1.333 -0.916  C6 1.097
20 H 0.932 0.886 -1.596  C2 1.104
21 N -0.664 -1.121 -0.567  C6 1.519, H7 1.011, H9 1.024, H13 1.184
22 H 0.406 -2.070 -2.141  C6 1.098